# 1
9
Properties=species:S:1:pos:R:3:nbo_charge:R:1 method="wB97M-V/def2-TZVPD" homo_ev=-8.38 lumo_energy_ev=0.7681 homo_lumo_gap_ev=9.15
C -0.2696 1.0032 1.2580 -0.45
C -0.2479 -1.1913 -1.7558 0.27
N 0.9625 0.7518 1.3863 0.07
N 2.0034 0.3295 1.5042 -0.05
O -0.7943 -0.6214 -0.8495 -0.48
H -0.8130 1.0195 2.1899 0.21
H -0.5923 1.8289 0.7590 0.21
H -0.0577 -0.8340 -2.7570 0.11
H -0.1911 -2.2861 -1.7350 0.09

# 2
46
Properties=species:S:1:pos:R:3:nbo_charge:R:1 method="wB97M-V/def2-TZVPD" homo_ev=-8.11 lumo_energy_ev=0.3019 homo_lumo_gap_ev=8.41
O 1.8463 -1.5917 0.6165 -0.60
C 0.8253 -1.0647 0.6521 0.73
N -0.2921 -1.7308 0.3329 -0.64
H -1.1584 -1.0381 0.4035 0.38
C -0.2874 -2.6661 -0.4499 -0.09
C -0.5848 -2.4954 -1.7419 -0.25
C 0.3720 -1.9465 -2.4066 -0.15
C 0.5585 -1.7690 -3.8810 -0.19
C -0.6649 -2.0168 -4.4415 0.22
C -1.8680 -2.5366 -3.7869 0.24
C -1.6806 -2.9760 -2.2557 -0.13
H -2.4355 -3.2460 -1.7651 0.19
O -2.8958 -2.5506 -4.7058 -0.46
C -2.4973 -2.3803 -5.8077 0.34
O -1.0372 -1.8182 -5.8127 -0.52
H -2.6714 -3.0850 -6.4578 0.14
H -3.2377 -1.3478 -6.2620 0.07
H 1.1830 -1.3365 -4.3747 0.19
H 1.5402 -2.0186 -2.0570 0.23
H -1.2523 -3.4835 0.1889 0.09
H 0.6916 -3.2868 -0.1030 0.26
C 0.6640 0.3398 1.6264 -0.06
C -0.0665 0.1822 2.8098 -0.42
C -0.2708 1.6247 3.5312 -0.14
C 1.5288 2.0854 3.6648 -0.39
C 2.0397 2.2333 2.3318 -0.28
C 1.2791 3.4155 1.3627 -0.30
C 0.0198 2.5946 1.1602 -0.19
C -0.9460 2.6838 2.5329 -0.36
H -1.9542 2.2798 2.2091 0.20
H -0.8598 3.5260 2.9187 0.18
C 0.1488 1.4282 0.4390 -0.42
H -0.9840 0.9711 0.2279 0.17
H 0.5816 1.5613 -0.4991 0.24
H -0.5803 3.5083 0.4577 0.17
H 1.3095 4.0559 1.9672 0.16
H 2.0669 3.3707 0.4301 0.20
C 1.9087 0.8552 1.8586 -0.46
H 2.6572 0.1844 2.4357 0.23
H 2.7084 0.9110 0.9990 0.23
H 2.8629 2.6537 2.5828 0.21
H 1.6086 1.4704 4.6256 0.26
H 1.1734 3.2433 4.2522 0.15
H -0.7858 1.7248 4.3121 0.16
H -0.9494 -0.0830 2.6269 0.19
H 0.3860 -0.4353 3.2518 0.19

# 3
13
Properties=species:S:1:pos:R:3:nbo_charge:R:1 method="wB97M-V/def2-TZVPD" homo_ev=-8.91 lumo_energy_ev=0.6054 homo_lumo_gap_ev=9.51
C -2.2953 0.3249 -1.0538 0.17
C 0.8807 0.7261 -0.7484 0.84
C -1.9904 0.0545 0.4215 -0.39
C 2.1962 -1.1820 0.2365 -0.42
N -2.1198 1.2860 -0.2491 -0.55
N 1.5958 0.0350 -0.1076 -0.52
O 0.3209 1.6820 -1.1457 -0.55
H -2.7706 -0.2378 1.0701 0.19
H -0.9556 -0.3804 0.5352 0.16
H 2.6986 -1.7360 -0.6710 0.21
H 2.9397 -0.9980 1.0440 0.22
H 1.3094 -1.7332 0.5934 0.21
H -1.8094 2.1589 0.0751 0.43

# 4
16
Properties=species:S:1:pos:R:3:nbo_charge:R:1 method="wB97M-V/def2-TZVPD" homo_ev="-16.42 / -14.53" lumo_energy_ev="-2.9379 / -11.1671" homo_lumo_gap_ev="13.48 / 3.36" total_charge=+1 s_squared=0.7535 spin_multiplicity=2
C 1.8815 1.6877 -0.9705 -0.59
C 1.9495 0.9151 0.3527 -0.56
H 1.1768 1.2800 -1.6335 0.23
H 1.8882 2.7941 -0.9622 0.28
H 2.9234 1.6753 -1.4756 0.32
H 2.7766 1.2135 1.0120 0.25
H 1.9380 -0.1004 0.4250 0.23
H 0.9957 1.2439 1.0008 0.29
C -1.8243 -2.1400 0.2456 -0.60
C -2.0526 -0.6306 0.3270 -0.52
H -0.8908 -2.2389 -0.1850 0.28
H -2.1626 -2.5957 1.1604 0.26
H -2.4486 -2.5580 -0.6183 0.28
H -1.2506 0.0003 0.5911 0.30
H -2.5203 -0.2587 1.2977 0.31
H -2.3800 -0.2877 -0.5673 0.25

# 5
59
Properties=species:S:1:pos:R:3:nbo_charge:R:1 method="wB97M-V/def2-TZVPD" homo_ev=-8.02 lumo_energy_ev=0.1865 homo_lumo_gap_ev=8.21 smiles="CCn1c(SCC(=O)c2cc(C)n(-c3ccc(C(=O)OC)cc3)c2C)nnc1-c1cccnc1"
C 6.4917 1.2655 0.9362 -0.61
H 7.5202 0.9258 0.8547 0.22
H 6.3258 2.0556 0.2076 0.22
H 6.3351 1.6736 1.9326 0.21
C 5.5443 0.1004 0.6663 -0.22
N 4.1663 0.4967 0.7883 -0.36
C 3.4532 1.1597 -0.1649 0.18
N 2.2029 1.2994 0.1947 -0.33
N 2.0662 0.7147 1.3869 -0.27
C 3.2285 0.2375 1.7599 0.30
C 3.4281 -0.4624 3.0129 -0.12
C 2.3654 -1.1966 3.5464 -0.13
C 2.5408 -1.8581 4.7461 -0.25
C 3.7761 -1.7697 5.3742 0.04
N 4.7790 -1.0553 4.8948 -0.41
C 4.6090 -0.4125 3.7553 0.04
H 5.4528 0.1868 3.4423 0.19
H 3.9729 -2.2830 6.3060 0.19
H 1.7407 -2.4339 5.1847 0.22
H 1.4304 -1.2277 3.0086 0.24
S 4.1219 1.6811 -1.6740 0.28
C 2.5347 1.9375 -2.5152 -0.62
C 1.6638 0.6953 -2.3417 0.59
O 2.1584 -0.4110 -2.2608 -0.58
C 0.2445 0.9575 -2.2727 -0.25
C -0.6885 0.0714 -1.7527 0.26
N -1.9048 0.6824 -1.7797 -0.38
C -1.7769 1.9440 -2.3299 0.14
C -0.4657 2.1361 -2.6410 -0.26
H -0.0580 3.0087 -3.1109 0.22
C -2.9434 2.8401 -2.5565 -0.64
H -3.1705 3.4310 -1.6687 0.22
H -3.8307 2.2663 -2.8189 0.22
H -2.7162 3.5289 -3.3663 0.23
C -3.1088 0.1162 -1.3280 0.25
C -3.5366 -1.1056 -1.8432 -0.25
C -4.7201 -1.6665 -1.4076 -0.15
C -5.4922 -1.0096 -0.4526 -0.17
C -5.0606 0.2108 0.0632 -0.14
C -3.8761 0.7710 -0.3681 -0.25
H -3.5288 1.7047 0.0454 0.23
H -5.6686 0.7004 0.8085 0.24
C -6.7732 -1.5676 0.0434 0.78
O -7.4883 -1.0185 0.8453 -0.59
O -7.0593 -2.7617 -0.4976 -0.51
C -8.2736 -3.3581 -0.0683 -0.26
H -9.1219 -2.7222 -0.3303 0.19
H -8.3404 -4.3149 -0.5796 0.20
H -8.2646 -3.5000 1.0144 0.20
H -5.0562 -2.6101 -1.8071 0.23
H -2.9398 -1.6022 -2.5929 0.23
C -0.4506 -1.2599 -1.1474 -0.66
H -0.3876 -2.0315 -1.9151 0.23
H -1.2383 -1.5207 -0.4436 0.22
H 0.5083 -1.2412 -0.6335 0.26
H 2.7696 2.0981 -3.5680 0.25
H 2.0622 2.8193 -2.0893 0.25
H 5.7260 -0.7241 1.3598 0.22
H 5.6931 -0.2584 -0.3580 0.22

# 6
47
Properties=species:S:1:pos:R:3:nbo_charge:R:1 method="wB97M-V/def2-TZVPD" homo_ev=-7.72 lumo_energy_ev=0.7226 homo_lumo_gap_ev=8.44 smiles="CCOC(=O)[C@@H](C#N)[C@@H](/C=C/N1CCCCC1)c1ccccc1"
C -3.1517 -0.9185 2.6605 -0.63
C -1.9796 -0.2889 1.9159 -0.08
O -0.7877 -0.1765 2.8228 -0.51
C 0.3410 -0.0210 2.0854 0.79
C 1.6550 0.3332 2.8067 -0.45
C 2.5505 -0.5900 2.1037 0.30
N 3.4451 -1.2582 1.7038 -0.35
O 0.4139 -0.1912 0.8751 -0.58
H -4.0678 -0.9042 2.0403 0.22
H -2.9608 -1.9822 2.8761 0.21
H -3.3934 -0.4364 3.6125 0.21
H -1.7666 -0.9669 1.0558 0.22
H -2.2326 0.7507 1.5814 0.19
H 1.5941 -0.0819 3.8528 0.25
C 8.6729 1.9566 5.4430 -0.40
C 7.7803 0.9625 6.1691 -0.40
C 6.3173 1.4545 6.2233 -0.20
N 5.8137 1.8203 4.9017 -0.43
C 4.5332 1.6034 4.5529 0.11
C 3.9811 1.8472 3.3186 -0.38
C 2.5310 1.8411 3.0462 -0.17
C 2.1523 2.4718 1.7505 0.06
C 1.0156 3.2561 1.6875 -0.25
C 0.6434 3.8533 0.4895 -0.20
C 1.3945 3.6191 -0.6808 -0.23
C 2.5472 2.8122 -0.6116 -0.18
C 2.9262 2.2426 0.6101 -0.26
C 6.6324 2.7504 4.1547 -0.21
C 8.1155 2.3266 4.0756 -0.40
H 8.7773 2.8644 6.0440 0.20
H 9.6674 1.5315 5.3210 0.21
H 7.8137 -0.0229 5.6709 0.21
H 8.1346 0.8336 7.1992 0.21
H 5.6878 0.6523 6.6288 0.21
H 6.2329 2.3026 6.9373 0.18
H 3.8520 1.2548 5.3469 0.19
H 4.6459 2.0611 2.4686 0.21
H 1.9449 2.1288 3.9520 0.22
H 0.4474 3.4846 2.5984 0.21
H -0.1724 4.5748 0.4564 0.21
H 1.1682 4.1720 -1.6036 0.21
H 3.1356 2.6352 -1.5123 0.21
H 3.8009 1.5961 0.6008 0.23
H 6.2657 2.8790 3.1324 0.22
H 6.5844 3.7614 4.6086 0.18
H 8.6900 3.1659 3.6503 0.21
H 8.1765 1.4557 3.3980 0.20

# 7
44
Properties=species:S:1:pos:R:3:nbo_charge:R:1 method="wB97M-V/def2-TZVPD" homo_ev=-8.30 lumo_energy_ev=0.6636 homo_lumo_gap_ev=8.96 smiles="COc1ccccc1OCc1ccc(C(=O)N(C)c2ccccc2)o1"
C 2.5932 3.7111 0.1233 -0.25
H 2.3687 3.6893 1.1888 0.20
O 2.1227 2.4870 -0.3827 -0.52
C 2.2681 2.2284 -1.7234 0.29
C 2.8498 3.1193 -2.6167 -0.30
C 2.9376 2.8290 -3.9678 -0.22
C 2.4398 1.6353 -4.4511 -0.22
C 1.8765 0.7302 -3.5717 -0.24
C 1.7864 0.9995 -2.2110 0.24
O 1.1756 0.0267 -1.4693 -0.50
C 1.5015 -0.1310 -0.0964 -0.11
C 1.0357 -1.4888 0.3118 0.29
C 1.4611 -2.7444 -0.0265 -0.29
C 0.5907 -3.6428 0.6231 -0.23
C -0.3178 -2.8722 1.3048 0.14
O -0.0357 -1.5630 1.1181 -0.39
C -1.4300 -3.3221 2.1599 0.64
O -1.4484 -4.4531 2.6170 -0.61
N -2.4010 -2.4075 2.4343 -0.45
C -2.5389 -1.1767 1.7499 0.15
C -2.5486 0.0208 2.4537 -0.18
C -2.6780 1.2192 1.7749 -0.22
C -2.7985 1.2316 0.3960 -0.22
C -2.8048 0.0378 -0.3062 -0.20
C -2.6875 -1.1637 0.3663 -0.22
H -2.6897 -2.0991 -0.1747 0.22
H -2.9016 0.0423 -1.3815 0.22
H -2.8872 2.1695 -0.1314 0.21
H -2.6747 2.1481 2.3264 0.21
H -2.4335 0.0132 3.5271 0.21
C -3.4459 -2.7583 3.3732 -0.41
H -4.4234 -2.7003 2.8906 0.20
H -3.4339 -2.0892 4.2351 0.19
H -3.2613 -3.7793 3.7035 0.25
H 0.6120 -4.7126 0.5975 0.24
H 2.2888 -2.9891 -0.6597 0.23
H 0.9868 0.6171 0.5164 0.21
H 2.5848 -0.0385 0.0471 0.20
H 1.4854 -0.2140 -3.9163 0.23
H 2.4962 1.4017 -5.5028 0.22
H 3.3920 3.5453 -4.6349 0.21
H 3.2333 4.0630 -2.2630 0.22
H 3.6740 3.8184 -0.0151 0.18
H 2.0797 4.5619 -0.3361 0.18

# 8
91
Properties=species:S:1:pos:R:3:mulliken_charge:R:1 method="wB97M-V/def2-TZVPD" homo_ev=-8.68 lumo_energy_ev=0.0148 homo_lumo_gap_ev=8.70
Li -1.5960 -1.8604 3.0156 0.79
Zn -0.0594 0.5296 3.5588 0.47
F -1.0109 -0.8398 4.5429 -0.78
C 3.8735 -0.1270 4.4927 -1.18
C 2.4618 -0.4016 4.0298 0.59
O 1.7254 0.7896 3.9527 -0.61
H 4.4412 -1.0497 4.6419 0.36
H 3.8693 0.4570 5.4153 0.35
H 4.4393 0.4423 3.7490 0.14
H 1.9797 -1.1378 4.6973 0.50
H 2.5153 -0.9370 3.0594 -0.26
C 0.9771 -0.8664 0.5968 -0.89
C -0.4222 -0.2838 0.6082 1.34
O -0.8158 -0.0547 1.9173 -0.43
H 1.6751 -0.1805 1.0869 -0.63
H 1.4453 -1.1132 -0.3644 0.59
H 1.0288 -1.8081 1.1632 0.36
H -1.1094 -0.9995 0.1236 -0.49
H -0.4198 0.6596 0.0403 -0.17
C -3.7760 4.5281 -1.4381 -1.17
C -3.5725 3.0365 -1.6002 1.71
C -3.2578 2.3109 -0.3121 -1.17
O -4.7303 2.4105 -2.1939 -0.56
H -3.5363 4.8528 -0.4250 0.32
H -4.7503 4.8718 -1.7799 0.37
H -3.0476 5.0627 -2.0575 0.27
H -2.7305 2.8325 -2.2597 -0.97
H -4.0005 2.4895 0.4755 0.43
H -2.2598 2.4911 0.0917 0.33
H -3.3396 1.2327 -0.4757 0.04
H -5.4947 2.9394 -1.9515 0.34
C -4.9264 -0.3010 1.6788 -1.10
C -4.6773 -1.6749 2.2565 0.29
C -5.5996 -2.7295 1.6684 -1.36
O -3.2839 -2.0050 1.9068 -0.08
H -5.9879 -0.0416 1.6679 0.43
H -4.5864 -0.2757 0.6406 0.24
H -4.3932 0.4844 2.2129 0.25
H -4.7249 -1.6529 3.3429 0.42
H -6.5757 -2.6706 2.1514 0.43
H -5.1987 -3.7294 1.8412 0.33
H -5.7117 -2.6152 0.5888 0.28
H -3.2903 -1.9799 0.9421 0.04
C 0.2521 2.3424 -5.5304 -1.43
C -0.7367 2.4554 -4.3751 0.57
C -0.0372 2.3654 -3.0232 -1.24
O -1.4178 3.7198 -4.4087 -0.58
H 0.6202 3.3433 -5.7719 0.34
H -0.1764 1.9446 -6.4554 0.39
H 1.1241 1.7260 -5.3083 0.32
H -1.5116 1.6840 -4.4308 0.30
H -0.1405 1.3653 -2.5980 0.29
H -0.5799 3.0009 -2.3141 0.29
H 0.9952 2.7056 -2.9819 0.46
H -1.9524 3.7631 -5.2075 0.30
C 3.2490 1.6197 -0.6163 -0.54
C 3.3198 2.4828 0.6250 0.35
C 2.0042 3.1685 0.9306 -1.29
O 3.7324 1.6059 1.7119 -0.43
H 2.6487 0.7273 -0.4476 -0.21
H 4.2396 1.2640 -0.9128 0.23
H 2.8433 2.1710 -1.4692 0.40
H 4.1588 3.1774 0.5343 0.30
H 2.0670 3.7769 1.8313 0.44
H 1.2227 2.4127 1.0617 0.02
H 1.7325 3.7360 0.0382 0.43
H 3.1203 1.7153 2.4559 0.12
C 6.3279 -2.5286 -0.3428 -1.51
C 5.5709 -1.2893 0.0941 0.82
C 4.5142 -1.5766 1.1444 -0.39
O 6.5140 -0.3214 0.5764 -0.59
H 5.6450 -3.1847 -0.8924 0.34
H 6.6781 -3.0940 0.5211 0.36
H 7.1284 -2.2683 -1.0321 0.40
H 5.0625 -0.8587 -0.7835 -0.07
H 4.9583 -2.1240 1.9839 0.35
H 3.7208 -2.2460 0.7999 0.30
H 4.0569 -0.6487 1.4948 -0.35
H 6.0869 0.2545 1.2194 0.34
C -0.8132 -3.6163 -2.1637 -1.17
C -2.0192 -4.1953 -1.4550 0.61
C -1.6205 -5.0498 -0.2837 -1.22
O -2.9043 -3.1639 -0.9811 -0.49
H -0.1689 -4.4247 -2.5253 0.42
H -0.1308 -3.1396 -1.4444 0.09
H -1.0362 -2.9057 -2.9569 0.42
H -2.5742 -4.8288 -2.1589 0.18
H -2.4918 -5.3595 0.2928 0.31
H -0.9719 -4.4945 0.3998 0.17
H -1.0780 -5.9276 -0.6360 0.42
H -2.7790 -2.3681 -1.5076 0.25

Listing ΔE to the lowest compared entry with this formula, charge and spin for the structures above in their given order: 3.649 23.721 5.188 1.517 2.775 3.336 2.542 0.000 eV.
Listing largest force on an atom for the structures above in their given order: 3.03 17.12 2.30 4.68 1.24 4.69 1.18 1.35 eV Å⁻¹.